1.
ORCA calculation (ωB97M-V/def2-TZVPD) on a 2-piece molecular cluster, C5H14NS overall at a distorted geometry.

```
! wB97M-V def2-TZVPD RIJCOSX def2/J DEFGRID3
* xyz 1 1
C -0.21 0.44 -2.83
S 0.40 -0.87 -1.71
C -1.00 -2.04 -1.92
H -1.18 0.74 -2.46
H -0.31 0.03 -3.82
H 0.46 1.26 -2.82
H -1.01 -2.84 -1.10
H -1.94 -1.50 -1.91
H -0.92 -2.51 -2.85
C 0.60 -0.83 2.60
C -0.11 0.48 2.19
C 0.95 2.27 0.85
N 0.41 1.07 0.93
H 0.45 -1.56 1.77
H 1.63 -0.55 2.80
H 0.13 -1.17 3.50
H -1.15 0.33 2.06
H 0.06 1.26 2.93
H 1.23 2.69 -0.11
H 1.10 2.92 1.71
H 0.40 0.36 0.17
*
```

Summary:
HOMO-LUMO gap = 0.2805 hartree
Energy relative to the best compared isomer or geometry (same formula, charge and spin) = 1.267 eV
HOMO energy = -12.55 eV
F_max = 2.82 eV/A

2.
ORCA calculation (ωB97M-V/def2-TZVPD) on a 2-piece molecular cluster, C4H11N2O3 overall at a distorted geometry.

```
! wB97M-V def2-TZVPD RIJCOSX def2/J DEFGRID3
* xyz 1 3
C 1.49 -1.28 -0.95
C 1.53 1.09 0.07
C 1.62 -0.50 0.33
C -2.80 0.39 -0.07
N 0.33 1.45 -0.23
N 0.42 -0.88 1.10
O 0.02 2.75 -0.49
O -1.89 -0.42 -0.17
O -4.04 0.05 -0.07
H 1.85 -0.57 -1.67
H 2.00 -2.21 -0.93
H 0.45 -1.42 -1.27
H 2.28 1.76 0.34
H 2.51 -0.80 0.90
H -2.64 1.40 0.25
H 0.19 -0.71 2.15
H 0.37 -1.90 1.09
H -0.41 -0.55 0.45
H 0.81 3.24 -0.73
H -4.11 -0.88 -0.11
*
```

Summary:
<S²> = 2.01
HOMO-LUMO gap (alpha / beta) = 0.2677 / 0.2968 hartree
HOMO energy (alpha / beta) = -10.20 / -14.50 eV
F_max = 8.96 eV/A